Density functional theory data (the ωB97M-V functional and the def2-TZVPD basis) for C27H32N2O4S in the gas phase.

Positions of all 66 atoms, in Å:
C (-4.964, -4.098, -0.215)
C (-5.115, -2.592, -0.061)
O (-3.908, -1.998, -0.491)
C (-3.802, -0.632, -0.497)
C (-4.788, 0.224, -0.023)
C (-4.601, 1.596, 0.007)
C (-3.423, 2.157, -0.458)
C (-3.143, 3.627, -0.337)
C (-2.477, 3.928, 1.024)
N (-1.375, 3.034, 1.280)
C (-0.139, 3.263, 0.751)
O (0.230, 4.361, 0.372)
C (0.727, 2.084, 0.681)
C (1.988, 2.039, 0.159)
C (2.527, 0.741, 0.030)
C (3.823, 0.493, -0.606)
C (3.991, -0.545, -1.520)
C (5.212, -0.747, -2.135)
C (6.284, 0.082, -1.847)
C (6.125, 1.120, -0.945)
C (4.905, 1.328, -0.330)
C (1.654, -0.231, 0.486)
N (1.844, -1.588, 0.504)
C (0.708, -2.451, 0.765)
C (0.548, -2.720, 2.266)
O (1.736, -3.255, 2.810)
C (2.824, -2.385, 2.603)
C (3.054, -2.125, 1.108)
S (0.182, 0.482, 1.096)
C (-2.452, 1.307, -0.971)
C (-2.611, -0.072, -0.995)
O (-1.535, -0.776, -1.456)
C (-1.724, -2.000, -2.149)
C (-0.456, -2.263, -2.949)
H (-4.771, -4.348, -1.255)
H (-5.874, -4.595, 0.109)
H (-4.131, -4.451, 0.388)
H (-5.309, -2.338, 0.991)
H (-5.954, -2.231, -0.672)
H (-5.715, -0.179, 0.353)
H (-5.383, 2.227, 0.401)
H (-4.062, 4.208, -0.416)
H (-2.460, 3.939, -1.129)
H (-3.203, 3.818, 1.833)
H (-2.080, 4.945, 1.023)
H (-1.635, 2.071, 1.437)
H (2.489, 2.927, -0.183)
H (3.152, -1.184, -1.754)
H (5.328, -1.552, -2.846)
H (7.238, -0.079, -2.327)
H (6.957, 1.772, -0.719)
H (4.786, 2.134, 0.378)
H (-0.194, -1.995, 0.357)
H (0.899, -3.401, 0.254)
H (-0.232, -3.461, 2.445)
H (0.286, -1.786, 2.784)
H (3.694, -2.870, 3.048)
H (2.642, -1.426, 3.113)
H (3.881, -1.431, 0.969)
H (3.288, -3.069, 0.606)
H (-1.528, 1.705, -1.361)
H (-1.906, -2.816, -1.441)
H (-2.589, -1.922, -2.818)
H (-0.539, -3.212, -3.471)
H (-0.300, -1.469, -3.674)
H (0.401, -2.294, -2.282)

electronic energy = -50523.66654 eV
orbital gap = 8.03 eV
LUMO energy = 0.53 eV
multiplicity = 1
relative energy (zero: lowest compared OMol25 entry of this formula, charge and spin) = 45.3 kJ/mol